192
Properties=species:S:1:pos:R:3:forces:R:3 method="wB97M-V/def2-TZVPD" e_lumo_ha=0.009 energy_ha=-3453.94232 spin_multiplicity=1 orbital_gap_ev=8.7 e_above_lowest_ev=6.153
C -6.81410 4.44193 4.05947 -0.444 1.328 -0.718
C -5.70125 3.59912 4.49222 1.499 -2.322 0.706
O -5.09490 4.04726 5.70029 -0.551 0.917 0.194
H -6.51637 5.48130 4.19787 -0.391 0.203 0.321
H -7.76128 4.19287 4.53793 0.120 0.314 0.130
H -6.93927 4.36520 2.97940 -0.187 -0.336 -0.046
H -4.94928 3.42515 3.72257 0.164 0.502 -0.162
H -6.07801 2.59068 4.66313 -0.152 -0.345 0.100
H -4.23223 3.66872 5.88498 -0.034 -0.428 -0.494
C -6.14407 0.42565 -2.04575 0.323 0.481 -0.867
C -7.09414 1.45394 -1.48790 -0.982 -1.695 0.594
O -7.24679 2.67155 -2.12582 0.660 1.859 -1.204
H -6.53859 0.26269 -3.04869 0.491 -0.158 -0.316
H -6.25090 -0.53522 -1.54236 0.034 0.199 0.318
H -5.09194 0.70278 -2.11162 0.015 0.065 0.138
H -6.99550 1.68714 -0.42773 -0.019 -0.722 0.295
H -8.02901 0.99457 -1.80899 -0.523 -0.732 1.479
H -8.16903 2.85450 -1.93193 0.111 0.766 -0.373
C -5.03001 5.63637 -0.03356 -1.496 1.151 1.007
C -5.93550 6.59061 0.89238 1.352 -1.278 -1.906
O -6.79173 7.37849 0.03080 0.838 -0.292 1.321
H -4.36824 6.18953 -0.70004 0.020 0.523 0.211
H -5.70507 5.13141 -0.72451 0.269 -0.797 0.407
H -4.38005 5.08137 0.64291 -0.228 -0.689 -0.324
H -5.15892 7.05288 1.50176 -0.371 1.329 0.012
H -6.53948 6.04555 1.61777 -0.264 -0.135 -0.490
H -6.25647 7.54338 -0.74889 -0.085 0.186 -0.181
C -3.15158 -1.09832 5.93063 -1.912 -0.279 -0.005
C -4.01382 0.09180 5.29255 2.550 -0.818 1.700
O -3.06523 1.12054 5.04055 -1.040 0.843 -0.736
H -3.79732 -1.91348 6.25717 -0.444 -0.153 -0.210
H -2.59793 -0.91385 6.85125 0.154 0.856 -0.326
H -2.50253 -1.57026 5.19300 0.160 0.369 -0.165
H -4.70486 0.58558 5.97575 -0.204 -0.572 0.194
H -4.57087 -0.29484 4.43915 0.164 0.184 -0.361
H -2.21187 0.76734 4.77857 0.181 -0.302 0.169
C -2.95964 4.68604 -3.56227 -0.882 -0.205 -0.848
C -4.16895 3.93816 -3.01692 0.591 -0.300 -0.636
O -5.38236 4.66701 -3.22388 1.029 -0.060 0.794
H -2.78556 5.65923 -3.10323 0.047 -0.189 0.221
H -3.20914 4.85736 -4.60940 0.240 0.294 -0.171
H -2.07344 4.05143 -3.56369 0.042 0.125 0.312
H -3.93619 3.59990 -2.00721 -0.568 0.492 0.646
H -4.29381 2.99921 -3.55625 0.303 -0.224 -0.323
H -6.00187 4.11790 -2.73778 -0.855 -0.005 -0.066
C 0.02611 2.62970 5.22363 2.425 1.536 0.075
C 0.52578 1.28845 5.77501 -2.611 1.856 0.885
O -0.42829 0.42307 5.16856 1.243 -1.818 -0.113
H -0.96483 2.99132 5.49816 -0.116 -0.865 0.235
H 0.13024 2.78654 4.15001 -0.102 -0.580 -0.154
H 0.69558 3.40323 5.59991 0.081 0.333 0.267
H 0.31823 1.34565 6.84354 -0.343 -0.214 0.332
H 1.57035 0.98257 5.83325 0.102 0.112 -1.392
H 0.08335 -0.32636 4.85521 -0.396 -0.506 -0.196
C -4.88196 -1.52765 1.39534 -0.355 0.240 -0.476
C -3.68210 -1.55299 0.41878 -0.331 -0.438 1.407
O -3.85244 -2.70167 -0.37337 -0.272 -0.507 -0.764
H -4.77414 -0.80486 2.20406 0.104 -0.010 -0.115
H -5.18017 -2.47545 1.84350 0.954 -0.358 0.054
H -5.81277 -1.31965 0.86768 0.058 0.596 -0.312
H -2.74682 -1.67026 0.96613 0.152 0.224 0.314
H -3.57753 -0.64562 -0.17606 -0.342 0.164 -0.010
H -3.20243 -2.69064 -1.07975 0.049 -0.028 -0.060
C 6.50165 -1.06618 -1.98469 -0.616 -0.650 0.576
C 5.88299 -1.16129 -3.38562 0.586 -0.827 2.210
O 6.49206 -0.13511 -4.08992 -0.031 0.413 -1.682
H 7.59003 -1.00683 -1.98763 0.060 0.140 -0.473
H 6.30465 -1.96852 -1.40583 -0.364 0.035 0.273
H 6.13087 -0.18235 -1.46558 -0.012 -0.054 0.099
H 4.79606 -1.08849 -3.34827 0.105 0.457 -0.152
H 6.09481 -2.16934 -3.74209 0.053 -0.020 -0.575
H 7.34558 -0.51427 -4.31202 0.241 0.483 -0.265
C 2.29353 -8.01946 1.49637 -1.483 0.583 -0.767
O 1.77736 -6.81659 2.01026 -0.522 3.330 0.101
C 0.50809 -6.17502 1.50747 -0.106 -1.255 -0.742
C 0.35638 -4.62853 1.48339 1.154 -0.937 3.051
N 0.08167 -4.09724 2.85739 -0.906 0.165 -1.092
C -1.12193 -4.61483 3.53270 -0.114 -1.640 0.591
C -2.51030 -4.46747 2.88804 0.388 0.506 -0.674
O -3.42746 -5.37112 3.47303 0.208 -0.209 0.176
C -4.80665 -5.10957 3.17345 1.000 -0.123 1.735
H 2.77945 -7.90361 0.52758 -0.008 0.139 -0.353
H 1.37623 -8.59113 1.35551 0.609 -1.286 0.034
H 3.06545 -8.38420 2.17401 -0.520 -0.243 0.257
H -0.26010 -6.67585 2.09666 -0.192 0.304 0.066
H 0.22590 -6.34993 0.46926 0.807 -1.164 -0.394
H -0.40020 -4.28881 0.77610 0.188 -0.203 -0.037
H 1.36431 -4.26608 1.28138 -0.133 0.400 -0.657
H 0.92598 -4.32670 3.36197 -0.253 0.035 0.596
H -1.10843 -4.32987 4.58470 -0.211 0.965 -0.114
H -1.16082 -5.68890 3.71428 0.788 -0.732 -0.375
H -2.53235 -4.78763 1.84635 0.655 0.579 -0.486
H -2.78950 -3.41569 2.95059 -0.638 0.147 -0.008
H -5.32444 -5.92964 3.67091 -0.192 0.025 -0.233
H -5.10409 -5.05624 2.12618 0.393 0.197 -0.116
H -4.97877 -4.21464 3.77143 -0.889 0.400 -0.565
C 4.45521 1.26887 0.95080 2.365 -0.208 0.368
O 4.36497 2.25667 1.93910 -1.727 1.996 -0.613
C 3.28580 3.15401 1.53969 -0.528 -0.899 0.823
C 2.79000 3.96207 2.73108 0.264 1.038 -0.712
N 1.60029 4.75453 2.38846 -0.083 0.269 -0.005
C 1.20712 5.70825 3.43468 0.719 -0.955 0.628
C -0.22010 6.16481 3.36399 -0.179 0.212 0.430
O -1.16285 5.11225 3.58387 1.528 -0.709 -0.517
C -2.48302 5.50650 3.53831 -1.040 1.039 -0.829
H 3.88560 0.38639 1.24216 -0.053 0.040 -0.514
H 5.52759 1.07409 0.96340 0.104 -0.934 0.020
H 4.35666 1.64105 -0.06894 -0.922 -0.010 -0.077
H 2.47951 2.52126 1.16871 -0.338 -0.131 0.162
H 3.49547 3.78667 0.67722 0.710 0.213 0.121
H 3.55352 4.71547 2.92479 0.240 -0.060 0.347
H 2.70364 3.33806 3.62061 -0.216 -0.213 0.135
H 0.79100 4.18127 2.19730 -0.020 -0.327 -0.032
H 1.83698 6.59593 3.49302 0.116 0.249 -0.794
H 1.44889 5.27240 4.40405 -0.482 -0.338 0.492
H -0.33157 6.69581 2.41863 -0.579 -0.282 -0.423
H -0.35538 6.92530 4.13305 -0.064 0.146 0.252
H -3.20283 4.75152 3.22210 0.484 -0.876 0.675
H -2.64582 6.18568 2.70146 0.169 0.803 0.031
H -2.79528 5.97399 4.47215 -0.200 0.045 0.056
C -3.71732 1.93670 1.29044 0.223 0.532 0.769
O -2.35462 1.65421 1.03520 0.860 -0.691 0.980
C -1.56408 1.09558 2.16908 -1.062 1.319 -0.364
C -0.13178 0.98584 1.77852 0.216 -0.859 -0.948
N 0.03160 -0.17972 0.90019 1.175 -0.661 -0.280
C 1.46666 -0.32570 0.57617 -0.202 -0.223 -0.715
C 1.88203 -1.16902 -0.64349 -0.887 -0.196 0.925
O 1.30682 -0.66280 -1.80377 -1.023 1.419 0.060
C 1.63640 -1.33441 -2.97905 0.030 -0.791 0.580
H -3.84743 2.76063 1.99208 0.374 -0.015 0.676
H -4.24535 1.07562 1.70010 -0.149 0.006 -0.264
H -4.21427 2.39094 0.43322 0.265 -0.743 -0.638
H -1.90412 0.11801 2.51085 -0.345 -0.359 -0.573
H -1.62264 1.67692 3.08926 -0.377 0.805 -0.405
H 0.44760 0.87739 2.69539 0.123 -0.299 0.010
H 0.31210 1.81473 1.22714 -0.469 0.827 0.303
H -0.45651 0.02140 0.03914 -0.194 0.068 -0.190
H 1.94708 -0.78721 1.43890 0.208 0.173 0.139
H 1.92399 0.63809 0.35243 -0.012 0.351 0.361
H 1.55040 -2.19496 -0.48362 0.022 -0.452 -0.073
H 2.97042 -1.15369 -0.70064 0.323 -0.032 -0.013
H 1.02467 -1.00418 -3.81859 0.306 0.475 0.227
H 1.37155 -2.38108 -2.82929 0.272 -0.494 -0.215
H 2.71296 -1.23517 -3.11781 0.029 -0.134 -0.644
C 4.57982 -5.32133 -4.30249 1.066 0.071 0.441
O 4.73408 -4.64726 -3.03907 -1.561 0.139 -0.367
C 4.19465 -5.38172 -1.90149 0.810 -0.724 -1.630
C 4.51028 -4.58427 -0.66629 0.076 -1.531 1.852
N 4.50481 -5.40341 0.64383 0.586 0.157 -2.258
C 4.83291 -4.72523 1.83074 0.274 1.036 1.971
C 4.64423 -5.57007 3.11843 0.591 -0.971 -1.005
O 5.48123 -5.05726 4.10865 0.320 0.557 2.345
C 5.43085 -5.76690 5.41061 -1.560 0.514 -1.869
H 5.11920 -6.26809 -4.27379 0.109 -0.274 0.132
H 5.09319 -4.71474 -5.04855 -0.107 0.170 0.122
H 3.58989 -5.55820 -4.69238 -0.481 0.412 0.598
H 4.73201 -6.31950 -2.04259 0.158 -0.428 1.149
H 3.14729 -5.66595 -2.00319 -0.374 0.513 -0.198
H 3.84916 -3.71964 -0.60762 -0.170 0.132 0.108
H 5.52331 -4.22553 -0.84838 0.103 0.103 0.464
H 3.86596 -6.15897 0.84656 -0.416 0.417 -0.919
H 4.26246 -3.81511 2.01610 -0.784 0.377 -0.127
H 5.83259 -4.29331 1.87738 0.560 -0.546 -0.380
H 4.97364 -6.60095 2.98851 0.078 -0.443 -0.742
H 3.58298 -5.68412 3.33940 -0.226 0.541 0.571
H 6.02863 -6.67798 5.38423 0.306 0.240 0.120
H 4.38756 -6.05636 5.53655 -0.161 -0.354 0.086
H 5.59207 -5.09773 6.25579 0.757 0.103 -0.437
C 1.11475 -1.22921 -6.68725 0.892 -1.427 0.661
O 1.91515 -0.74853 -7.75855 -1.149 0.917 1.421
C 1.47056 0.57070 -8.03656 -0.770 -0.205 -1.848
C 2.14945 1.06226 -9.28872 0.279 0.190 0.896
N 3.31702 1.86392 -9.00832 0.776 0.552 -1.240
C 3.89405 2.23426 -10.30025 -0.587 1.180 -0.738
C 5.33984 2.48400 -10.23095 1.547 -0.052 1.430
O 6.04114 1.27661 -9.95958 -1.451 -0.272 -0.749
C 7.36398 1.46186 -9.71450 2.275 -0.911 1.212
H 0.94829 -0.53235 -5.86579 -0.077 0.571 -0.394
H 1.66492 -2.03615 -6.20326 0.266 -0.167 -0.109
H 0.17549 -1.70424 -6.97049 -0.267 0.447 -0.504
H 1.43369 1.30169 -7.22885 0.999 -0.198 0.460
H 0.42754 0.60455 -8.35132 -0.617 -0.894 0.232
H 1.38402 1.64686 -9.79907 0.369 0.490 -0.248
H 2.42090 0.25466 -9.96857 -0.334 -0.525 0.103
H 4.07313 1.38431 -8.54103 -0.407 -0.733 0.432
H 3.47149 3.20195 -10.57065 -0.295 0.109 -0.325
H 3.68793 1.56313 -11.13404 -0.251 -0.485 0.078
H 5.45715 3.11798 -9.35207 0.338 0.490 0.171
H 5.85751 2.96544 -11.06061 -0.600 0.182 -0.416
H 7.89241 0.51369 -9.81364 -0.143 -0.252 -0.590
H 7.59318 1.65003 -8.66561 -0.343 0.715 0.424
H 7.92695 2.19080 -10.29744 -0.449 0.289 -0.438